# C16H23N3OS

One molecule with the formula C16H23N3OS (ωB97M-V/def2-TZVPD, the Open Molecules 2025 dataset).

Last column: Mulliken charge in e.
Atoms and positions in Å:
C (-2.483, -2.518, -1.617)  -1.5283
C (-1.857, -1.302, -0.946)  -0.1565
H (-0.861, -1.562, -0.587)  0.2352
H (-1.750, -0.501, -1.683)  0.2400
C (-2.638, -0.738, 0.256)  1.4043
N (-2.003, 0.520, 0.661)  0.0802
C (-0.712, 0.676, 1.020)  0.3938
O (0.095, -0.232, 1.054)  -0.6299
C (-0.351, 2.096, 1.449)  -0.9991
H (0.721, 2.105, 1.652)  0.3213
H (-0.879, 2.292, 2.386)  0.4658
C (-0.688, 3.199, 0.441)  -0.5980
C (0.260, 3.234, -0.748)  -0.8159
H (-0.006, 4.043, -1.429)  0.5266
H (1.298, 3.328, -0.431)  0.4231
S (0.207, 1.699, -1.734)  -0.2221
C (1.604, 0.908, -1.066)  0.0108
N (2.503, 1.487, -0.325)  -0.4468
C (3.415, 0.502, -0.037)  0.6213
C (4.576, 0.551, 0.724)  -0.7750
C (5.311, -0.611, 0.842)  -0.5016
C (4.913, -1.798, 0.227)  -0.4687
C (3.762, -1.867, -0.535)  -1.1033
C (3.021, -0.706, -0.657)  0.7949
N (1.861, -0.403, -1.329)  0.0872
H (1.251, -1.037, -1.815)  0.2072
H (3.453, -2.787, -1.009)  0.3961
H (5.519, -2.683, 0.351)  0.3745
H (6.218, -0.607, 1.428)  0.3704
H (4.883, 1.469, 1.200)  0.4547
H (-0.611, 4.166, 0.946)  0.4208
H (-1.714, 3.098, 0.079)  0.2968
H (-2.608, 1.323, 0.710)  0.3240
C (-2.611, -1.704, 1.444)  -1.8154
H (-3.096, -2.641, 1.189)  0.4584
H (-3.129, -1.266, 2.294)  0.3951
H (-1.581, -1.901, 1.729)  0.3824
C (-4.080, -0.400, -0.121)  -2.1182
H (-4.105, 0.245, -0.997)  0.4091
H (-4.636, -1.306, -0.339)  0.4545
H (-4.577, 0.106, 0.706)  0.5376
H (-2.615, -3.334, -0.911)  0.3210
H (-3.447, -2.277, -2.057)  0.3515
H (-1.832, -2.868, -2.415)  0.4204

The energy relative to the best compared isomer or geometry (same formula, charge and spin) is 24.4 kJ/mol. As for the frontier orbital gap: 0.3042 hartree. The HOMO energy is -7.74 eV. The calculation puts the calculated total energy at -1261.23442 a.u. The SMILES is CCC(C)(C)NC(=O)CCCSc1nc2ccccc2[nH]1.

# CFNO2

One molecule with the formula CFNO2 (ωB97M-V/def2-TZVPD, the Open Molecules 2025 dataset).

Last column: Mulliken charge in e.
Atoms and positions in Å:
C (-1.095, 0.214, -0.052)  0.5650
N (-0.013, -0.265, 0.298)  -0.1232
O (-2.220, 0.461, 0.053)  -0.3222
O (1.208, -0.780, -0.147)  0.0232
F (2.120, 0.370, -0.153)  -0.1428

The energy relative to the best compared isomer or geometry (same formula, charge and spin) is 306.6 kJ/mol. As for the frontier orbital gap: 0.3861 hartree. The HOMO energy is -11.26 eV. The calculation puts the calculated total energy at -342.99175 a.u. The SMILES is O=C=NOF.

# C23H30BrMnO5

C23H30BrMnO5 as an isolated structure (ωB97M-V/def2-TZVPD, the Open Molecules 2025 dataset).

Last column: Mulliken charge in e.
Atoms and positions in Å:
C (0.197, -0.223, -7.661)  2.9774
C (-0.177, -0.830, -6.284)  -1.9067
C (0.084, 1.302, -7.489)  -1.6358
C (-1.060, 1.461, -6.486)  -0.0900
H (-0.118, 1.762, -8.464)  0.3397
H (1.035, 1.680, -7.087)  0.4372
C (-1.322, 0.052, -5.825)  0.7189
H (0.698, -0.725, -5.626)  0.4297
H (-0.456, -1.888, -6.370)  0.5574
C (-1.477, 0.325, -4.326)  -1.0711
H (-2.264, -0.365, -6.217)  0.5267
H (-1.976, 1.769, -7.023)  0.4492
C (-0.861, 2.386, -5.242)  1.6441
C (1.528, -0.711, -8.190)  -0.4843
C (-0.735, -0.695, -8.773)  0.0668
O (-1.050, -0.028, -9.735)  -0.6223
O (2.402, -1.207, -7.498)  -0.6297
O (1.645, -0.593, -9.523)  -0.2594
O (-1.176, -1.963, -8.553)  -0.3405
C (-0.634, -3.079, -9.288)  -0.6434
H (-0.298, -3.815, -8.554)  0.2689
H (0.208, -2.797, -9.930)  0.2586
H (-1.440, -3.497, -9.890)  0.2654
C (2.969, -0.913, -9.964)  -0.7984
H (3.719, -0.393, -9.343)  0.3197
H (3.029, -0.589, -11.007)  0.2512
H (3.138, -2.001, -9.888)  0.3233
O (-1.535, 1.743, -4.124)  -0.4770
H (-0.633, -0.078, -3.733)  0.1936
H (-2.410, -0.115, -3.940)  0.1982
C (-1.480, 3.756, -5.496)  -1.7983
C (0.613, 2.559, -4.853)  -1.8425
H (1.141, 3.184, -5.583)  0.3911
H (1.126, 1.590, -4.766)  0.2791
H (0.672, 3.055, -3.874)  0.4482
H (-1.317, 4.417, -4.640)  0.4217
H (-2.556, 3.670, -5.679)  0.4090
H (-1.010, 4.214, -6.377)  0.3313
Mn (0.006, -0.132, 0.135)  0.1921
C (-1.808, -0.029, 1.421)  -0.3726
C (-2.307, 0.166, 0.096)  -0.7465
C (-1.892, -0.934, -0.714)  0.0574
H (-2.924, 0.999, -0.236)  0.4289
C (-1.179, -1.860, 0.120)  -0.6297
C (-1.132, -1.292, 1.461)  -0.4678
H (-0.765, -1.772, 2.361)  0.4663
H (-1.976, 0.620, 2.279)  0.3266
H (-2.151, -1.090, -1.762)  0.3919
H (-0.802, -2.836, -0.187)  0.4370
C (2.159, 0.745, 0.517)  -0.7455
C (1.655, -0.192, 1.480)  -0.2920
C (1.455, -1.454, 0.788)  -0.6343
H (1.574, -0.030, 2.546)  0.4337
C (1.695, -1.226, -0.621)  -0.4051
C (2.130, 0.128, -0.771)  -0.3790
H (2.426, 0.597, -1.706)  0.3729
H (2.498, 1.750, 0.751)  0.4304
H (1.282, -2.412, 1.260)  0.5554
H (1.645, -1.981, -1.407)  0.3701
Br (-0.203, 2.316, -0.187)  -0.6969

As for the frontier orbital gap (spin up / spin down): 0.1510 / 0.2015 hartree. The HOMO energy (spin up / spin down) is -2.02 / -3.39 eV. The multiplicity is 4. The calculation puts the calculated total energy at -4995.59756 a.u. As for the total charge: -1.

# C4H5NS2

One molecule with the formula C4H5NS2 (ωB97M-V/def2-TZVPD, the Open Molecules 2025 dataset).

Last column: Mulliken charge in e.
Atoms and positions in Å:
C (-0.484, 1.717, -0.406)  -0.0554
C (-0.901, 0.532, -0.068)  0.0276
C (-1.242, -0.552, 0.471)  -0.5895
C (1.828, 0.088, -0.405)  -0.2288
N (0.633, 2.419, -0.192)  -0.5037
S (2.067, 1.634, 0.078)  0.1523
S (2.843, -1.272, 0.034)  -0.1180
H (-1.292, 2.393, -0.673)  0.3115
H (-1.502, -0.377, 1.544)  0.2214
H (-1.357, -1.482, -0.125)  0.2751
H (0.978, -0.140, -1.042)  0.3739
H (3.585, -0.536, 0.891)  0.1337

The energy relative to the best compared isomer or geometry (same formula, charge and spin) is 472.8 kJ/mol. As for the frontier orbital gap (spin up / spin down): 0.2566 / 0.2383 hartree. The HOMO energy (spin up / spin down) is -7.46 / -7.22 eV. The calculation puts the calculated total energy at -1006.37342 a.u.

# C17H21F9O14SSi

A 5-piece molecular cluster, C17H21F9O14SSi overall (ωB97M-V/def2-TZVPD, the Open Molecules 2025 dataset).

Last column: Mulliken charge in e.
Atoms and positions in Å:
C (0.674, 1.458, 0.834)  -0.7927
Si (0.337, 1.919, -0.926)  0.4096
S (-0.938, 3.760, -0.866)  1.0312
O (-0.875, 4.360, 0.445)  -0.6614
O (-0.561, 4.559, -2.016)  -0.6705
C (-2.766, 3.434, -1.228)  0.4173
F (-3.283, 4.674, -1.309)  -0.2906
F (-2.852, 2.851, -2.442)  -0.2613
C (-3.579, 2.620, -0.154)  0.6704
F (-4.563, 3.418, 0.305)  -0.3046
F (-2.771, 2.310, 0.879)  -0.2284
C (-4.333, 1.318, -0.602)  0.5793
F (-5.174, 1.632, -1.604)  -0.2786
F (-5.063, 0.949, 0.477)  -0.2912
C (-3.524, 0.052, -1.012)  0.6685
F (-3.025, 0.165, -2.237)  -0.2339
F (-2.530, -0.172, -0.149)  -0.2469
F (-4.337, -1.001, -0.999)  -0.2721
H (0.099, 0.576, 1.129)  0.2565
H (1.744, 1.231, 0.890)  0.1429
H (0.443, 2.293, 1.501)  0.5325
H (1.547, 2.340, -1.645)  -0.1822
H (-0.361, 0.894, -1.713)  -0.0618
C (4.520, -2.355, 2.797)  0.3133
C (3.622, -1.406, 3.565)  -0.3023
O (3.504, -0.302, 2.658)  -0.3491
C (3.746, -0.748, 1.406)  0.7322
O (3.560, -0.109, 0.419)  -0.5506
O (4.219, -2.011, 1.433)  -0.3405
H (4.306, -3.400, 2.985)  -0.3182
H (5.578, -2.162, 2.980)  0.2731
H (2.629, -1.823, 3.742)  0.2714
H (4.046, -1.066, 4.505)  0.2988
C (-1.248, -4.578, 0.198)  -0.3182
C (-0.697, -4.716, -1.211)  -0.2816
O (-0.389, -3.361, -1.546)  -0.3214
C (-0.210, -2.660, -0.403)  0.6817
O (0.196, -1.547, -0.347)  -0.4754
O (-0.579, -3.404, 0.668)  -0.3170
H (-1.015, -5.418, 0.846)  0.2728
H (-2.323, -4.396, 0.208)  0.2601
H (0.224, -5.302, -1.244)  0.2244
H (-1.410, -5.118, -1.925)  0.2978
C (4.127, -7.804, 2.077)  -0.3140
C (2.666, -7.401, 2.165)  -0.1935
O (2.654, -6.554, 3.320)  -0.3174
C (3.901, -6.069, 3.507)  0.7027
O (4.186, -5.208, 4.278)  -0.5786
O (4.780, -6.688, 2.692)  -0.3318
H (4.490, -7.927, 1.061)  0.2994
H (4.348, -8.700, 2.658)  0.2620
H (2.344, -6.815, 1.302)  0.1487
H (1.987, -8.236, 2.314)  0.3006
C (-2.891, 7.555, -3.840)  -0.3067
C (-1.877, 7.607, -2.714)  0.1446
O (-1.065, 8.725, -3.096)  -0.3518
C (-1.788, 9.528, -3.908)  0.6110
O (-1.459, 10.614, -4.261)  -0.5241
O (-2.946, 8.920, -4.266)  -0.3562
H (-3.878, 7.226, -3.526)  0.2866
H (-2.550, 6.941, -4.675)  0.2733
H (-2.340, 7.825, -1.750)  0.1980
H (-1.276, 6.707, -2.632)  0.0639

The energy relative to the best compared isomer or geometry (same formula, charge and spin) is 11.0 kJ/mol. As for the frontier orbital gap: 0.3728 hartree. The HOMO energy is -10.34 eV. The calculation puts the calculated total energy at -3300.24305 a.u. The SMILES is C[SiH2]S(=O)(=O)C(F)(F)C(F)(F)C(F)(F)C(F)(F)F.O=C1OCCO1.O=C1OCCO1.O=C1OCCO1.O=C1OCCO1.